This record from the OMol25 dataset describes a structure of composition C6H6CuMgO2 in a non-equilibrium geometry. The level of theory is ωB97M-V/def2-TZVPD.

CARTESIAN COORDINATES (ANGSTROEM)
1 C -0.578 1.525 1.127
2 C -0.987 1.098 -0.086
3 C -0.879 -0.318 -0.600
4 H -0.742 2.564 1.424
5 H -0.203 0.823 1.881
6 H -1.440 1.816 -0.776
7 H -0.516 -0.236 -1.645
8 C -2.264 -0.904 -0.801
9 O -3.232 -0.770 -0.147
10 O 2.083 -0.128 -0.424
11 C 1.418 -1.156 0.140
12 C 0.080 -1.246 0.200
13 Mg 1.567 1.656 0.062
14 Cu 4.005 -0.683 -1.654
15 H -0.352 -2.091 0.735
16 H 2.043 -1.951 0.564

The orbital gap (spin up / spin down) comes out at 0.1595 / 0.2427 hartree. Its expectation value of S² is 0.7539. Its HOMO energy (spin up / spin down) is -14.4 / -16.7 eV. As for the multiplicity: 2. Its net charge is +2.